No. 1
DFT (ωB97M-V/def2-TZVPD) results for a structure of composition C13H11Br2FPdTe at a distorted geometry.

Geometry as XYZ:
```
29
Properties=species:S:1:pos:R:3:mulliken_charge:R:1
Pd -0.0025 0.4661 0.4473 -0.223
Br -1.2922 2.6530 1.1422 -0.016
C -1.1679 2.1395 3.0225 -0.375
Br 0.2376 0.7945 3.1765 -0.041
H -2.1148 1.7000 3.3277 0.375
H -0.9110 3.0114 3.6258 0.372
F -4.7870 -3.2012 -0.2456 -0.187
C -3.6356 -2.5764 -0.1683 0.387
C -3.1099 -1.9756 -1.3221 -0.515
C -1.9423 -1.2462 -1.2124 -0.011
C -1.3288 -1.1083 0.0450 0.251
C -1.8273 -1.7753 1.1796 -0.072
C -2.9821 -2.5211 1.0749 -0.516
H -3.6326 -2.0811 -2.2631 0.461
H -1.5162 -0.7715 -2.0945 0.401
H -1.3036 -1.7385 2.1333 0.386
H -3.3925 -3.0538 1.9222 0.470
Te 2.1707 0.9556 -0.9010 0.599
C 3.7259 2.3593 -0.4784 0.469
C 3.5651 3.7406 -0.6436 -0.306
C 4.6299 4.5709 -0.3553 -0.468
C 5.8601 4.0433 0.0388 -0.386
C 6.0051 2.6693 0.2167 -0.545
C 4.9538 1.8219 -0.0599 -0.419
H 2.6291 4.1590 -0.9875 0.371
H 4.5094 5.6390 -0.4587 0.398
H 6.7138 4.6948 0.1656 0.408
H 6.9468 2.2533 0.5418 0.397
H 5.0763 0.7518 0.0341 0.335
```

Values from the calculation:
Largest force on an atom, hartree/bohr: 0.036
Charge: +2
2S+1: 5
Kohn-Sham gap (alpha / beta), eV: 9.297 / 5.271
DFT total energy, Eh: -6144.9989
HOMO level (alpha / beta), eV: -15.31 / -15.56

No. 2
DFT (ωB97M-V/def2-TZVPD) results for the ion C3H6NO4P with charge -2 at a distorted geometry.

Geometry as XYZ:
```
15
Properties=species:S:1:pos:R:3:mulliken_charge:R:1
C -0.4621 0.3595 0.0840 0.397
C -1.7169 1.1911 0.5216 -1.354
C -0.2326 -1.8226 -0.5862 -0.200
N -0.8356 -0.7336 -0.7606 -0.655
O 0.4411 1.0896 -0.6279 -0.534
O 1.8960 -0.0034 1.3002 -0.785
O 3.0069 1.4075 -0.5508 -0.894
O 2.0140 -0.9697 -1.0147 -0.688
P 2.0158 0.2789 -0.2046 0.842
H 0.1148 -0.1856 0.8859 0.506
H -1.6706 1.8491 1.4157 0.266
H -2.0555 1.8818 -0.2169 0.339
H -2.6281 0.4335 0.7075 0.228
H -0.3681 -2.6856 -1.2262 0.296
H 0.4809 -2.0905 0.2730 0.236
```

Values from the calculation:
Largest force on an atom, hartree/bohr: 0.073
Charge: -2
SMILES string: C=N[C@H](C)OP(=O)([O-])[O-]
Kohn-Sham gap, eV: 6.189
DFT total energy, Eh: -815.0058
HOMO level, eV: 0.48

No. 3
DFT (ωB97M-V/def2-TZVPD) results for an isolated molecule of C7H13NO5S at a distorted geometry.

Geometry as XYZ:
```
27
Properties=species:S:1:pos:R:3:mulliken_charge:R:1
C -1.4184 0.1740 -0.6444 1.025
C 0.6214 0.3176 1.1009 -0.684
C 1.4262 -0.9980 1.1225 -0.460
C 0.5434 -1.7893 -0.8542 -1.124
C -0.0976 -0.4155 -1.1818 -0.333
C -2.3859 -0.5667 0.2680 -1.506
C 0.5000 1.8331 -0.7920 -1.416
N 0.1013 0.6359 -0.1645 0.696
O -3.9133 1.7574 -0.0612 -0.611
O -1.9178 1.0676 -1.4000 -0.462
O -2.7031 3.4177 -1.5191 -0.617
O -1.7408 2.5910 0.5522 -0.612
O 0.7238 -2.0317 0.4837 -0.377
S -2.6872 2.3539 -0.5712 1.198
H -0.2295 0.2746 1.8680 0.283
H 1.2755 1.0680 1.6132 0.417
H 2.4412 -0.9007 0.4860 0.283
H 1.7455 -1.3758 2.1546 0.333
H -0.1334 -2.5067 -1.2410 0.471
H 1.2973 -1.7834 -1.6235 0.402
H -0.0699 -0.0685 -2.2256 0.525
H -1.9143 -1.5458 0.6453 0.320
H -3.0876 -0.7516 -0.5053 0.505
H -2.9337 0.1432 0.9440 0.322
H 1.6033 1.7999 -1.0465 0.323
H -0.1717 1.9677 -1.5907 0.517
H 0.2153 2.6166 -0.1048 0.583
```

Values from the calculation:
Largest force on an atom, hartree/bohr: 0.193
2S+1: 3
Kohn-Sham gap (alpha / beta), eV: 4.408 / 5.185
DFT total energy, Eh: -1103.2984
HOMO level (alpha / beta), eV: -4.23 / -9.38

No. 4
DFT (ωB97M-V/def2-TZVPD) results for an isolated molecule of C4H6N2 at a distorted geometry.

Geometry as XYZ:
```
12
Properties=species:S:1:pos:R:3:mulliken_charge:R:1
C -1.4433 0.7314 0.3674 -1.010
C -0.6291 -0.5246 0.6716 -0.368
N 0.4943 -0.5995 -0.2630 -0.143
C 1.6906 -0.2334 0.1089 -0.481
C 2.5947 -0.0757 -0.9948 0.456
N 3.3871 0.2144 -1.7945 -0.377
H -0.7593 1.5583 0.1501 0.328
H -2.1011 0.5942 -0.4975 0.320
H -2.0585 1.0169 1.2242 0.302
H -1.2357 -1.4343 0.6007 0.340
H 0.2377 -0.7716 -1.2369 0.299
H -0.1773 -0.4760 1.6637 0.334
```

Values from the calculation:
Largest force on an atom, hartree/bohr: 0.020
Kohn-Sham gap, eV: 9.322
DFT total energy, Eh: -265.4465
HOMO level, eV: -9.29